C3H6N2S in the gas phase, computed with ωB97M-V/def2-TZVPD.

Each atom is followed by the atoms it is bonded to, with distances in Å.
Atoms and positions in Å:
1 C -1.392 -0.084 -0.647  H4 1.090, H5 1.119, H6 1.128, N10 1.529
2 C 0.887 -1.041 -0.137  H7 1.128, N10 1.462, N11 1.259
3 C 0.307 1.229 0.699  H9 1.332, N10 1.384, S12 1.597
4 H -1.388 -0.821 -1.451  C1 1.090
5 H -1.715 0.889 -1.094  C1 1.119
6 H -2.022 -0.286 0.267  C1 1.128
7 H 0.263 -1.811 -0.676  C2 1.128
8 H 2.320 -0.457 0.563  N11 0.938
9 H -0.931 1.504 1.107  C3 1.332
10 N 0.020 0.135 -0.100  C1 1.529, C2 1.462, C3 1.384
11 N 2.112 -1.235 0.082  C2 1.259, H8 0.938
12 S 1.538 1.978 1.387  C3 1.597

maximum force	6.3	eV/Å
HOMO-LUMO gap	8.80	eV
HOMO	-8.83	eV
total charge	0
ΔE to the lowest compared entry with this formula, charge and spin	271.9	kJ/mol